DFT (the ωB97M-V functional and the def2-TZVPD basis) results for C2H2FO2Ru as an isolated structure.

XYZ file:
```
8
Properties=species:S:1:pos:R:3:lowdin_spin:R:1
H -0.7140 1.3053 -0.0583 0.024
O -0.3413 -1.0398 1.1426 0.268
C 0.0003 0.0985 0.8240 0.061
C 0.0849 0.5070 -0.6283 0.068
O -0.3039 -0.4531 -1.4465 0.560
F 0.8745 0.7522 1.6180 0.018
H 1.0421 1.0251 -0.8416 0.006
Ru -0.6427 -2.1952 -0.6099 4.994
```

The orbital gap (spin up / spin down) is 0.272 / 0.284 Ha. The value obtained for the energy is -422.08872 Ha. The calculation puts the relative energy (zero: lowest compared OMol25 entry of this formula, charge and spin) at 0.00 kJ/mol. As for the spin multiplicity: 7. The net charge is +1. Its HOMO energy (spin up / spin down) is -12.860 / -16.262 eV. The strongest force on any atom is 6.22 eV Å⁻¹.